104
Properties=species:S:1:pos:R:3:forces:R:3:lowdin_charge:R:1 method="wB97M-V/def2-TZVPD" homo_lumo_gap_ev=7.1 spin_multiplicity=1 charge=+1 energy_ev=-78450.6417 relative_energy_kj_mol=0.00
H 1.6076 6.4242 4.7402 0.004 0.102 -0.009 0.08
H 1.3112 -4.0767 0.0390 -0.067 -0.100 0.086 0.13
H -3.2592 -3.8598 -2.1479 0.144 0.481 0.618 0.10
H 1.7040 0.1122 2.8074 -0.156 -0.150 0.013 0.11
H -1.2145 -0.3016 -0.6004 0.025 -0.114 -0.256 0.11
H 4.7382 -2.4213 -0.7884 -0.029 -0.002 0.062 0.08
C -0.7913 -3.9651 4.4066 0.237 0.201 -0.198 -0.06
O 0.3106 -3.6775 2.2307 -0.087 0.741 -0.736 -0.01
C -2.2246 -0.0854 -3.0548 -1.180 0.099 0.436 -0.43
I 3.6159 0.6942 -5.7580 -0.117 0.031 0.314 0.94
C -0.3756 6.4124 6.6461 -0.119 -0.106 0.234 -0.21
H 0.9612 3.7435 4.3288 -0.016 0.038 0.134 0.08
H -4.7566 0.9746 -0.5220 -0.112 0.239 -0.162 0.06
O -1.6429 -4.2987 1.2997 -0.208 0.180 0.035 0.14
H 1.1236 -1.5999 -5.7730 -0.030 0.246 0.321 0.02
C 0.0423 -2.5300 -0.7201 -0.271 -0.938 0.463 -0.16
O 0.8784 5.7431 6.5744 0.048 0.092 -0.194 -0.20
H -2.9497 -2.0819 -6.7613 -0.173 -0.140 -0.026 0.09
H -3.5617 -1.6780 -5.1736 -0.054 -0.008 0.038 0.06
H 2.7996 5.8961 5.9425 -0.022 -0.025 0.024 0.09
C -0.7195 0.5393 -1.0853 0.509 -0.296 0.530 -0.12
P 1.4292 -2.3836 -4.6353 0.447 -1.207 -0.156 0.80
H -0.8496 1.4933 -2.9987 0.343 -0.061 -0.088 0.17
H 1.3863 -0.0718 -0.8192 -0.142 -0.103 0.084 0.08
N 0.1827 -0.2661 -3.3870 0.399 0.076 -0.579 0.02
O -1.2495 -4.9320 -4.1119 -0.046 0.591 0.195 0.13
B -1.5669 -3.8482 -3.3191 -0.136 -0.385 0.732 -0.55
N -2.2689 -4.0815 -2.0584 0.010 -0.487 -1.183 0.19
H -0.0356 -4.7499 4.4456 -0.158 -0.149 0.073 0.08
H -1.8738 -5.0564 -4.8333 0.237 -0.243 -0.144 0.11
H -1.4402 4.6126 6.3020 -0.067 0.028 0.124 0.11
O -2.4102 0.4896 -4.3891 0.847 -0.121 0.086 -0.08
H 0.0189 2.7593 5.4806 -0.011 0.059 0.017 0.09
C 1.8556 6.4213 5.8077 -0.009 -0.096 0.091 -0.11
H 1.7726 -1.8905 -1.8148 0.008 0.009 -0.154 0.11
N -1.2162 5.6678 4.4639 -0.060 -0.151 0.101 -0.05
H -3.1119 5.0362 3.8758 -0.011 -0.026 0.046 0.12
C 3.1465 0.4104 1.2602 -0.184 -0.016 0.670 -0.15
H -0.0632 -4.7361 -0.8246 -0.355 0.025 0.070 0.12
C -1.2244 -2.2874 -3.7226 -0.640 -0.544 -0.366 -0.28
H -1.0514 -1.3180 -5.7289 0.017 0.010 0.079 0.09
C 5.0472 -0.6253 0.3534 0.326 -0.286 0.171 -0.54
N -2.2349 -1.5031 -2.9934 0.837 0.139 -0.060 0.10
H 2.3247 -0.1484 -2.9644 -0.141 -0.268 -0.155 0.10
H -2.4210 6.0780 6.1197 -0.018 -0.011 -0.016 0.13
C -1.4440 5.6365 5.9046 0.146 -0.019 -0.166 -0.21
C 1.8020 1.1143 -4.7185 0.029 -0.086 0.008 -0.84
H -0.3375 0.3874 1.4257 -0.030 0.063 0.010 0.12
H 2.3657 -4.2920 -4.6675 -0.095 -0.276 -0.052 0.00
H -1.7806 -4.3848 4.2460 0.072 -0.163 -0.104 0.08
H 1.0632 1.9857 4.2765 -0.034 -0.021 0.004 0.07
C -2.0670 4.7631 3.6992 0.183 0.137 -0.075 -0.20
C -2.9057 -2.3573 -5.7082 0.557 0.038 -0.091 -0.05
H 0.7165 1.7974 1.3598 -0.286 -0.002 0.127 0.11
H -2.1107 2.9786 4.9741 0.109 0.063 0.049 0.11
C 0.2363 -3.9531 -0.1349 1.006 0.345 0.081 -0.08
H 1.1435 -3.4144 -2.3236 -0.131 0.007 -0.214 0.11
C 0.6843 0.6949 -0.4850 -0.194 0.532 0.141 -0.20
C -4.0917 0.7810 -1.3323 0.175 -0.514 0.073 0.19
H -1.2835 1.4114 -0.7555 -0.099 0.039 -0.188 0.14
H 1.9797 7.4528 6.1481 0.003 0.026 -0.045 0.09
C -0.4819 -4.0226 1.1852 0.001 -0.462 0.042 -0.49
H -0.9156 -3.0814 -5.7524 0.364 0.094 0.164 0.10
C 5.5311 -1.9314 -0.2224 -0.007 0.038 0.263 0.03
H -2.6715 2.7605 3.3290 0.024 -0.014 -0.005 0.12
H -0.7781 -3.4670 5.3767 -0.073 0.091 -0.061 0.08
C 0.1957 -1.8027 -3.2861 0.520 -0.386 -0.958 -0.33
H -0.1216 -0.1149 -4.3610 -0.303 0.030 0.101 0.13
H -0.2999 7.4356 6.2685 0.022 -0.026 -0.094 0.12
C -0.8567 0.4766 -2.5999 -1.039 0.453 0.251 -0.14
H -0.6549 6.4648 7.7017 0.014 0.026 -0.002 0.12
N 1.4377 -3.9308 -4.8619 -0.069 0.694 0.080 -0.22
C -0.3758 -3.0014 3.2915 -0.467 -0.072 1.292 -0.23
O 3.9530 -0.7761 1.1375 -0.131 0.003 -0.738 -0.01
O -3.7501 1.6443 -5.5755 0.041 -0.294 0.093 0.13
H -1.0289 -2.3727 -0.8227 0.083 0.077 -0.249 0.10
C 0.6229 0.7533 1.0592 0.438 -0.133 -0.183 -0.17
H 5.8233 -2.5957 0.5916 -0.048 -0.053 -0.038 0.10
H 3.1280 0.9436 0.3088 0.062 -0.104 -0.054 0.12
C -1.9119 3.2631 3.9351 -0.262 -0.045 -0.134 -0.22
C -1.4270 -2.2426 -5.2762 -0.637 0.395 -0.010 -0.21
C 0.3859 2.8231 4.4545 0.065 -0.081 -0.217 -0.09
H 1.6723 -1.1060 1.5422 -0.107 0.001 -0.030 0.10
H 2.6932 -1.9121 -4.2206 -0.304 0.456 0.091 0.00
H -3.2848 -3.3766 -5.6123 -0.073 0.023 0.055 0.08
H 1.0963 1.6554 -0.8155 0.089 -0.103 -0.053 0.12
H -3.1597 -1.8952 -3.0499 -0.101 0.123 0.074 0.13
C -3.3068 0.3859 -2.1463 0.412 0.291 -0.098 -0.05
O 1.0138 1.8849 -5.1559 -0.222 -0.103 -0.142 0.05
C 1.5100 0.4494 -3.3559 0.491 0.423 0.081 -0.14
H -1.8668 4.9527 2.6410 -0.051 -0.032 -0.014 0.12
H 0.2985 -2.2609 3.7232 0.377 -0.159 -0.353 0.11
O 5.5715 0.4347 0.1556 -0.201 0.264 -0.210 0.12
O -0.6673 2.7318 3.5074 0.056 0.007 0.117 -0.20
C 0.8298 -2.4053 -2.0361 -0.174 0.366 0.734 -0.15
H 3.6004 1.0766 1.9940 0.066 0.058 -0.092 0.14
H 0.4209 -1.8720 0.0606 -0.002 0.317 -0.267 0.09
N -3.7418 0.9594 -4.6456 -0.395 0.292 -0.159 0.01
H 6.3874 -1.7464 -0.8625 0.014 0.033 0.013 0.09
H -2.2551 -5.0828 -1.8767 -0.116 0.009 0.055 0.10
H -0.2490 5.4357 4.2808 0.029 0.050 -0.003 0.07
H -1.2331 -2.4437 2.9109 -0.011 -0.195 -0.220 0.12
C 1.7524 -0.0329 1.7273 0.365 0.222 -0.019 -0.15
H 1.4005 1.3065 -2.6943 0.033 -0.096 -0.021 0.12